A) Entry from the OMol25 dataset: a 2-piece molecular cluster, C4H10N2O2 overall (the ωB97M-V functional and the def2-TZVPD basis).

The geometry in ORCA input format:
```
! wB97M-V def2-TZVPD RIJCOSX def2/J DEFGRID3
* xyz 0 1
C -1.515 -0.164 -0.035
C -1.151 1.344 -0.051
C 1.874 0.087 -0.076
C 1.655 -0.504 1.219
H -3.035 -1.486 -0.398
H -3.633 0.128 -0.553
H -0.295 1.588 0.619
H -2.002 2.136 0.041
H -0.547 1.534 -0.994
H 1.388 -0.293 -2.034
H 1.878 -1.771 -1.105
H 2.153 0.241 1.912
H 2.307 -1.391 1.388
H 0.608 -0.599 1.576
N -2.888 -0.448 -0.043
N 2.026 -0.751 -1.177
O -0.570 -0.906 -0.030
O 1.746 1.253 -0.258
*
```

Properties
Frontier orbital gap = 10.2 eV
HOMO level = -9.59 eV
Structure (SMILES) = CC(N)=O.CC(N)=O
LUMO energy = 0.0231 Ha

These are the Löwdin partial charges, in e, on atoms 1 to 5: -0.569 -0.027 -0.693 -0.044 0.145


B) Entry from the OMol25 dataset: a single C4H10N2O2 molecule (the ωB97M-V functional and the def2-TZVPD basis).

The geometry in ORCA input format:
```
! wB97M-V def2-TZVPD RIJCOSX def2/J DEFGRID3
* xyz 0 1
C 0.739 -1.117 -1.047
C 0.849 -0.813 1.544
C -0.529 1.898 -0.552
C 0.740 -0.172 0.191
N -0.490 0.642 0.173
N -1.860 -0.134 0.077
O -2.861 0.530 -0.067
O -1.746 -1.295 0.185
H 1.597 -0.951 -1.761
H 0.853 -2.196 -0.742
H -0.204 -0.910 -1.685
H 1.053 -1.846 1.425
H 0.015 -0.610 2.259
H 1.773 -0.402 2.173
H 0.232 2.648 -0.155
H -0.299 1.747 -1.634
H -1.461 2.397 -0.410
H 1.598 0.583 0.026
*
```

Properties
Frontier orbital gap = 10.3 eV
HOMO level = -9.46 eV
Structure (SMILES) = CC(C)N(C)[N+](=O)[O-]
LUMO energy = 0.0305 Ha

These are the Löwdin partial charges, in e, on atoms 1 to 5: -0.070 -0.080 -0.087 -0.412 -0.089


What are the relative energies? In kJ/mol: A) 0.0; B) 359.8.


A) Entry from the OMol25 dataset: C6H9N as an isolated structure (the ωB97M-V functional and the def2-TZVPD basis).

The geometry in ORCA input format:
```
! wB97M-V def2-TZVPD RIJCOSX def2/J DEFGRID3
* xyz 0 1
C 1.647 -0.286 0.851
C -0.708 -1.090 -0.298
C 0.598 0.174 -0.112
C -1.223 -0.119 0.640
C 0.788 1.029 -1.106
C -2.099 0.895 0.338
N -0.584 -2.107 -0.957
H 0.136 -2.154 -1.682
H -1.237 -0.527 1.647
H 1.748 -1.373 0.861
H 2.619 0.140 0.604
H 1.403 0.037 1.863
H -0.026 1.314 -1.758
H 1.775 1.392 -1.363
H -2.647 1.376 1.134
H -2.191 1.298 -0.662
*
```

Properties
Frontier orbital gap (alpha / beta) = 7.8 / 7.8 eV
HOMO level (alpha / beta) = -7.08 / -7.08 eV
LUMO energy (alpha / beta) = 0.0274 / 0.0274 Ha

These are the Löwdin partial charges, in e, on atoms 1 to 5: -0.076 -0.227 -0.303 -0.233 0.030


B) Entry from the OMol25 dataset: a single C6H9N molecule (the ωB97M-V functional and the def2-TZVPD basis).

The geometry in ORCA input format:
```
! wB97M-V def2-TZVPD RIJCOSX def2/J DEFGRID3
* xyz 0 1
C -1.322 1.564 0.343
C -0.220 0.887 0.022
C -0.099 -0.584 -0.331
C -1.092 -1.585 0.240
C 1.385 -0.836 -0.181
C 1.994 0.350 -0.177
N 1.065 1.400 -0.203
H -2.264 1.043 0.466
H -0.284 -0.533 -1.414
H -1.337 2.647 0.374
H -0.817 -2.597 -0.080
H -2.095 -1.387 -0.150
H -1.139 -1.579 1.333
H 1.858 -1.809 -0.205
H 3.054 0.574 -0.203
H 1.313 2.338 0.064
*
```

Properties
Frontier orbital gap = 8.6 eV
HOMO level = -7.52 eV
Structure (SMILES) = C=C1NC=C[C@H]1C
LUMO energy = 0.0410 Ha

These are the Löwdin partial charges, in e, on atoms 1 to 5: 0.039 -0.329 -0.323 -0.065 -0.065


What are the relative energies? In kJ/mol: A) 391.5; B) 0.0.


A) Entry from the OMol25 dataset: a single C6H9N molecule (the ωB97M-V functional and the def2-TZVPD basis).

The geometry in ORCA input format:
```
! wB97M-V def2-TZVPD RIJCOSX def2/J DEFGRID3
* xyz 0 1
C -0.167 -0.431 -2.602
C -0.222 -0.371 -1.094
C -1.109 -0.844 -0.148
N -0.709 -0.440 1.092
C 0.481 0.270 1.007
C 0.753 0.322 -0.345
C 0.929 1.290 2.010
H -0.659 -1.335 -2.955
H 0.852 -0.362 -2.969
H -0.721 0.429 -2.985
H -2.076 -1.242 -0.412
H -1.171 -0.835 1.895
H 1.487 1.018 -0.732
H 0.633 1.049 3.025
H 0.601 2.268 1.656
H 2.015 1.351 1.894
*
```

Properties
Frontier orbital gap = 8.8 eV
HOMO level = -7.73 eV
Structure (SMILES) = Cc1c[nH]c(C)c1
LUMO energy = 0.0382 Ha

These are the Löwdin partial charges, in e, on atoms 1 to 5: -0.056 -0.287 -0.103 0.043 -0.310


B) Entry from the OMol25 dataset: a single C6H9N molecule (the ωB97M-V functional and the def2-TZVPD basis).

The geometry in ORCA input format:
```
! wB97M-V def2-TZVPD RIJCOSX def2/J DEFGRID3
* xyz 0 1
C 2.274 -0.488 0.167
C 0.891 -0.887 0.731
C -0.187 0.029 0.281
C -0.301 1.033 -0.641
N -1.607 1.143 -1.122
C -2.395 0.390 -0.265
C -1.595 -0.169 0.673
H 2.506 0.586 0.219
H 3.113 -1.067 0.545
H 2.280 -0.538 -0.932
H 0.498 -1.861 0.481
H 1.105 -0.805 1.809
H 0.400 1.802 -0.946
H -1.707 1.272 -2.113
H -3.470 0.463 -0.329
H -1.805 -0.902 1.444
*
```

Properties
Frontier orbital gap = 9.2 eV
HOMO level = -8.10 eV
Structure (SMILES) = CCc1cc[nH]c1
LUMO energy = 0.0404 Ha

These are the Löwdin partial charges, in e, on atoms 1 to 5: -0.116 -0.209 -0.247 -0.105 -0.003


C) Entry from the OMol25 dataset: a single C6H9N molecule (the ωB97M-V functional and the def2-TZVPD basis).

The geometry in ORCA input format:
```
! wB97M-V def2-TZVPD RIJCOSX def2/J DEFGRID3
* xyz 0 1
C -1.918 -1.207 0.131
C -0.713 -0.320 0.163
C -0.144 0.132 1.303
C 1.043 1.122 1.303
C 1.468 0.038 0.485
C -0.061 -0.042 -1.197
N 1.366 0.097 -0.930
H -2.547 -1.007 -0.742
H -2.503 -1.149 1.050
H -1.550 -2.240 0.026
H 1.499 1.278 2.273
H 0.851 2.049 0.755
H 1.942 -0.845 0.906
H -0.495 0.890 -1.590
H -0.241 -0.828 -1.935
H 1.871 -0.675 -1.346
*
```

Properties
Frontier orbital gap = 8.2 eV
HOMO level = -7.36 eV
Structure (SMILES) = CC1=C2C[C@@H]2NC1
LUMO energy = 0.0302 Ha

These are the Löwdin partial charges, in e, on atoms 1 to 5: -0.068 -0.325 -0.015 -0.143 -0.216


What are the relative energies? In kJ/mol: A) 0.0; B) 83.8; C) 361.1.


A) Entry from the OMol25 dataset: a 2-piece molecular cluster, C7H15P overall (the ωB97M-V functional and the def2-TZVPD basis).

The geometry in ORCA input format:
```
! wB97M-V def2-TZVPD RIJCOSX def2/J DEFGRID3
* xyz 0 1
C -3.123 -0.452 -0.189
C -2.123 -1.164 0.258
C 1.057 -1.401 0.790
C 0.830 -0.240 -1.442
C 2.203 0.932 0.187
C -0.030 0.741 0.914
C 0.999 0.029 0.056
P -0.803 2.195 0.229
H -4.058 -0.953 -0.600
H -2.981 0.568 -0.417
H -1.642 -1.977 0.710
H 0.275 -1.366 1.528
H 1.986 -1.628 1.251
H 0.741 -2.053 -0.091
H 1.570 -1.028 -1.865
H -0.126 -0.680 -1.711
H 0.729 0.738 -1.987
H 2.253 1.282 1.225
H 3.075 0.473 -0.233
H 2.154 1.861 -0.343
H 0.042 0.659 1.941
H -2.004 1.930 0.844
H -1.024 1.533 -1.054
*
```

Properties
Frontier orbital gap (alpha / beta) = 8.6 / 7.9 eV
HOMO level (alpha / beta) = -7.98 / -7.26 eV
LUMO energy (alpha / beta) = 0.0226 / 0.0235 Ha

These are the Löwdin partial charges, in e, on atoms 1 to 5: -0.125 0.050 -0.040 -0.111 -0.100


B) Entry from the OMol25 dataset: a single C7H15P molecule (the ωB97M-V functional and the def2-TZVPD basis).

The geometry in ORCA input format:
```
! wB97M-V def2-TZVPD RIJCOSX def2/J DEFGRID3
* xyz 0 1
C -1.238 -1.065 0.474
C -2.583 -1.294 -0.266
C 0.360 1.728 0.919
C 2.113 -0.196 0.968
C 1.995 1.416 -1.060
C -2.915 -2.437 -0.863
C 1.221 0.738 0.047
P -0.025 -0.418 -0.899
H -0.807 -1.921 0.969
H -1.327 -0.233 1.189
H -3.185 -0.339 -0.146
H -0.320 1.227 1.568
H 1.040 2.426 1.431
H -0.440 2.316 0.290
H 3.073 0.188 0.874
H 1.989 -1.216 0.461
H 1.540 -0.256 1.977
H 2.558 0.461 -1.575
H 1.367 1.732 -1.896
H 2.617 2.184 -0.751
H -3.875 -2.424 -1.259
H -2.265 -3.201 -1.126
H -0.896 0.584 -1.324
*
```

Properties
Frontier orbital gap = 9.6 eV
HOMO level = -8.70 eV
Structure (SMILES) = C=CCPC(C)(C)C
LUMO energy = 0.0325 Ha

These are the Löwdin partial charges, in e, on atoms 1 to 5: -0.386 -0.263 -0.131 -0.089 -0.151


C) Entry from the OMol25 dataset: a 2-piece molecular cluster, C7H15P overall (the ωB97M-V functional and the def2-TZVPD basis).

The geometry in ORCA input format:
```
! wB97M-V def2-TZVPD RIJCOSX def2/J DEFGRID3
* xyz 0 1
C 0.932 -0.767 -0.324
C 1.285 -2.084 -0.417
C -3.697 0.782 -0.504
C -2.745 0.090 0.044
C -2.758 -0.667 1.421
C 1.358 1.855 -0.076
C 3.549 -0.112 -0.395
P 2.036 0.257 0.664
H 0.147 -0.181 -0.852
H 2.020 -2.509 0.134
H 0.585 -2.708 -0.908
H -3.571 1.587 -1.256
H -4.682 0.652 0.019
H -1.777 0.299 -0.375
H -1.945 -0.146 1.896
H -2.418 -1.711 1.354
H -3.588 -0.448 2.044
H 1.820 2.732 0.388
H 1.582 1.873 -1.080
H 0.327 1.662 -0.021
H 4.474 0.181 0.054
H 3.522 -1.144 -0.651
H 3.545 0.506 -1.160
*
```

Properties
Frontier orbital gap = 9.4 eV
HOMO level = -8.42 eV
Structure (SMILES) = C=CP(C)C.C=CC
LUMO energy = 0.0374 Ha

These are the Löwdin partial charges, in e, on atoms 1 to 5: -0.381 -0.064 -0.043 -0.243 -0.071


What are the relative energies? In kJ/mol: A) 392.1; B) 0.0; C) 80.1.